Here is a cluster of 5 separate species, C12H16BrO12 in total from the OMol25 dataset. Energies are from ωB97M-V/def2-TZVPD.

Structure (XYZ):
```
41
Properties=species:S:1:pos:R:3:forces:R:3:lowdin_charge:R:1
Br 3.93702 -3.32687 -20.58560 -0.02 -0.11 -0.05 0.327
O 7.65466 -0.90502 -19.71840 -0.30 -0.70 1.58 0.058
O 4.21634 -6.24265 -16.92849 1.38 -0.98 -1.07 0.091
O 3.04800 -7.94703 -15.99424 0.58 1.22 -0.97 0.150
O 2.96540 -1.50201 -17.14106 -1.79 -1.52 -0.27 0.032
O 5.15926 -6.52284 -24.26354 0.98 3.42 -0.95 0.129
O 2.17819 -5.89263 -16.19975 0.10 1.01 0.02 0.055
O 6.71688 -4.82698 -24.32464 -0.18 0.04 -0.44 0.063
O 4.58107 -4.30986 -24.52148 -0.40 0.42 0.44 0.036
O 9.60861 -1.27024 -20.89181 -3.63 1.56 0.52 0.127
O 7.79840 -0.19365 -21.71154 1.21 0.78 -3.83 0.091
O 4.72499 -1.37415 -15.82084 -1.82 2.53 -2.05 0.121
O 3.87746 0.47468 -16.96971 2.41 -0.30 0.65 0.092
C 3.16871 -6.80956 -16.37692 -1.88 -1.44 1.59 -0.575
C 6.49930 0.05841 -21.46573 -3.67 1.26 2.99 -0.143
C 3.93377 -0.79734 -16.58008 2.61 -2.69 2.67 -0.548
C 6.66327 -3.38425 -24.22883 1.01 -0.28 0.20 -0.106
C 8.46162 -0.81891 -20.78063 2.85 -2.02 1.02 -0.555
C 6.32109 -0.36159 -19.93678 1.32 -0.29 -0.88 -0.060
C 2.30470 -0.76878 -18.17619 0.73 1.15 0.60 -0.090
C 2.76407 -4.56830 -16.31545 0.04 -0.52 -0.85 -0.093
C 4.04258 -4.87136 -17.10946 0.14 1.38 1.61 -0.137
C 5.19870 -3.02979 -24.19456 -0.08 -0.74 -0.62 -0.124
C 2.72718 0.62175 -17.69173 -2.16 1.47 -1.82 -0.160
C 5.47021 -5.34204 -24.40643 -0.73 -1.79 1.31 -0.515
H 1.21700 -0.72420 -18.23117 -0.02 -1.01 0.55 0.137
H 2.78468 1.33332 -18.51542 0.66 0.04 0.00 0.136
H 5.55779 -1.11491 -19.74186 0.31 -0.30 -0.32 0.043
H 3.95392 -4.51654 -18.13627 0.17 -0.60 -0.22 0.039
H 7.09953 -2.85839 -25.07809 0.40 -0.67 -0.20 0.130
H 2.16788 -3.89485 -16.93118 -0.48 -0.26 0.51 0.112
H 6.19559 1.10323 -21.53065 0.89 0.43 -0.16 0.127
H 7.27631 -3.16451 -23.35476 -0.34 0.33 0.10 0.131
H 5.70452 -0.37561 -22.07240 0.74 -1.06 -0.49 0.112
H 4.98839 -2.31467 -24.98985 -0.33 -0.19 0.03 0.128
H 4.86977 -2.59627 -23.25012 -0.29 -0.51 0.10 0.051
H 2.02324 1.08242 -16.99866 -0.63 -0.39 -0.10 0.140
H 4.88128 -4.40152 -16.59570 0.12 0.27 -0.50 0.136
H 6.14663 0.41144 -19.18839 0.27 0.39 -0.39 0.123
H 2.71349 -1.19724 -19.09129 -0.04 0.72 -0.30 0.055
H 2.96800 -4.14963 -15.32995 -0.15 -0.08 -0.05 0.134
```
Positions in Å, forces in eV/Å.

Values from the calculation:
frontier orbital gap (spin up / spin down)	10.40 / 5.79	eV
HOMO (spin up / spin down)	-10.79 / -10.79	eV
lowest unoccupied orbital energy (spin up / spin down)	-0.39 / -5.00	eV
2S+1	2
electronic energy	-107312.8108	eV

Here is the molecule C5H13N from the OMol25 dataset. Energies are from ωB97M-V/def2-TZVPD.

Structure (XYZ):
```
19
Properties=species:S:1:pos:R:3:forces:R:3:lowdin_charge:R:1
N 0.43295 -2.30964 0.80482 -0.68 0.50 0.18 0.000
C 0.46234 1.44080 1.00751 -1.09 0.48 -0.60 -0.077
C -0.12948 -1.02187 1.24627 0.00 -0.14 -0.19 -0.271
C -0.24176 0.60487 -2.17999 -0.88 1.47 -1.47 -0.126
C -0.84194 0.26688 -0.86712 0.46 -0.61 1.94 -0.247
C 0.21327 0.10947 0.27993 0.21 -0.12 -0.76 -0.382
H 0.18126 -0.70886 2.24781 0.22 -0.25 0.10 0.101
H -1.20454 -1.20508 1.29489 -0.20 0.45 0.05 0.109
H -1.42388 -0.64687 -1.00060 0.01 -0.08 0.31 0.108
H 1.18586 -0.13100 -0.17403 -0.19 -0.27 -0.09 0.121
H 0.36358 -0.18437 -2.61745 0.29 -0.01 0.27 0.078
H 0.25917 1.57779 -2.19112 0.53 -0.28 0.22 0.076
H 0.52597 -2.88476 1.62110 0.22 -0.53 0.09 0.055
H -1.48162 1.02460 -0.40245 -0.45 0.07 -0.88 0.109
H -1.04868 0.79542 -2.90845 0.09 -0.30 0.09 0.076
H 0.05659 2.29827 0.45732 0.12 -0.17 -0.44 0.070
H -0.15961 1.48987 1.90781 0.73 -0.10 0.39 0.079
H 1.32817 -2.17838 0.38112 0.63 0.01 -0.04 0.047
H 1.52236 1.66287 1.09263 -0.02 -0.15 0.79 0.075
```
Positions in Å, forces in eV/Å.

Values from the calculation:
frontier orbital gap	10.40	eV
HOMO	-9.20	eV
lowest unoccupied orbital energy	1.19	eV
2S+1	1
structure (SMILES)	CC[C@@H](C)CN
energy above the lowest of the compared OMol25 structures with the same formula, charge and spin	0.742	eV
electronic energy	-6885.4552	eV

Here is a cluster of 5 separate species, C14H26Br4O2 in total from the OMol25 dataset. Energies are from ωB97M-V/def2-TZVPD.

Structure (XYZ):
```
46
Properties=species:S:1:pos:R:3:forces:R:3:lowdin_charge:R:1
Br 3.08532 -0.23612 7.47552 -0.46 0.94 0.22 0.563
Br 5.21852 -0.46346 -4.73683 0.60 -0.10 0.11 0.542
Br 6.42629 -3.79410 -4.33872 0.15 0.45 -0.02 0.579
Br 0.61938 3.77171 7.71464 0.44 -0.60 -0.37 0.581
O -4.18576 -4.90527 7.81865 -0.07 0.39 -0.45 -0.088
O -1.50987 0.26577 -0.97847 0.39 1.59 -0.76 -0.097
C 1.43906 2.10251 6.98190 -1.92 -0.20 -0.76 -0.680
C -0.55138 0.38490 1.09202 0.35 0.90 -0.03 -0.099
C -2.90794 3.56613 -6.46821 -2.86 0.37 0.67 -0.094
C -4.55743 2.50548 -7.87336 -2.93 1.30 2.55 -0.128
C -2.45941 -3.64538 6.62682 -0.62 -0.68 -0.60 -0.085
C -3.61520 1.79891 -8.46883 1.92 -1.46 -2.19 -0.119
C -1.95536 2.99094 -7.23959 1.63 -0.10 0.37 -0.117
C -0.45154 1.00468 -0.33066 -0.45 -2.85 1.88 -0.285
C -2.29016 2.05915 -8.18619 0.39 -0.35 -0.73 -0.087
C -2.89184 -5.00117 7.21326 0.30 0.43 0.81 -0.314
C 2.33848 1.54443 8.01462 0.90 0.07 -0.17 -0.688
C 7.00739 -0.93684 -4.01123 -1.17 0.11 0.23 -0.655
C 7.56911 -2.22308 -4.61321 0.19 0.33 0.60 -0.674
C -4.25770 3.30518 -6.78126 1.02 1.12 -0.62 -0.076
H -4.61860 -5.76141 7.85424 0.19 -0.07 -0.08 0.076
H -1.43648 0.83603 1.54054 0.29 0.21 0.46 0.068
H -1.53789 1.57393 -8.79037 0.20 -0.02 0.11 0.104
H -0.93354 3.28908 -7.05688 0.27 -0.28 -0.13 0.104
H -2.84080 -5.78996 6.46272 -0.17 0.07 -0.21 0.106
H -5.04991 3.93562 -6.40528 -0.03 -0.21 0.61 0.098
H 0.59904 1.42462 6.83041 -0.15 0.16 0.10 0.050
H 3.17550 2.23770 8.09741 0.15 -0.45 0.55 0.056
H 1.79314 2.31162 5.97244 0.58 0.22 0.45 0.063
H 7.80507 -2.20229 -5.67717 -0.18 0.25 0.21 0.056
H -3.84733 1.13587 -9.28913 -0.06 -0.20 0.00 0.109
H -0.74796 -0.68404 1.17464 0.21 -0.07 -0.86 0.070
H -1.39113 -3.64414 6.41033 0.04 0.02 0.25 0.069
H -1.71615 0.83694 -1.72199 -0.53 -0.40 -0.50 0.072
H 8.46284 -2.44903 -4.03158 0.11 -0.07 -0.25 0.051
H -2.20148 -5.28855 8.00629 0.28 -0.03 0.05 0.098
H 7.57578 -0.00899 -4.07549 0.42 -0.41 -0.77 0.053
H -2.73855 4.23123 -5.63433 0.50 0.14 -0.11 0.100
H -2.95372 -3.52809 5.66245 -0.09 0.15 -0.07 0.066
H -0.60166 2.08169 -0.25579 -0.11 -0.03 -0.34 0.108
H -5.61644 2.43860 -8.07440 -0.04 -0.31 -0.53 0.106
H 0.50886 0.73565 -0.77038 0.06 0.33 -0.24 0.101
H -2.74361 -2.77816 7.22286 0.14 -0.27 0.30 0.073
H 6.83934 -1.00773 -2.93660 -0.12 -0.55 -0.11 0.048
H 0.37553 0.56061 1.63796 -0.21 0.32 0.40 0.063
H 1.77023 1.41883 8.93626 0.46 -0.14 -0.02 0.054
```
Positions in Å, forces in eV/Å.

Values from the calculation:
frontier orbital gap	9.68	eV
HOMO	-9.29	eV
lowest unoccupied orbital energy	0.38	eV
2S+1	1
structure (SMILES)	c1ccccc1.BrCCBr.BrCCBr.CCO.CCO
energy above the lowest of the compared OMol25 structures with the same formula, charge and spin	0.133	eV
electronic energy	-299202.8148	eV

Here is the molecule C20H17FN4O3 from the OMol25 dataset. Energies are from ωB97M-V/def2-TZVPD.

Structure (XYZ):
```
45
Properties=species:S:1:pos:R:3:forces:R:3:lowdin_charge:R:1
F -4.53172 0.62025 -4.44423 1.27 -0.05 2.14 -0.003
O 2.37521 1.97772 6.07405 0.93 -1.55 -0.39 0.161
O 0.19514 -4.62509 -0.78242 0.37 -0.96 -0.43 0.072
O 1.58464 3.97956 5.89449 0.13 5.17 3.06 0.148
N 1.52975 -3.25200 -2.13134 -0.82 0.31 3.55 -0.124
N 0.98312 0.25474 1.43848 -2.23 0.42 -2.51 0.221
N -1.21884 1.94356 0.66019 0.17 0.21 1.08 0.173
N 0.64499 -1.07563 -0.33629 -0.99 -0.22 -2.50 -0.149
C -0.48633 2.16530 1.76703 1.28 0.84 1.16 -0.145
C -0.64308 3.37125 2.59689 -0.40 0.06 -0.82 0.010
C 0.64254 -3.54152 -1.05377 -0.16 1.42 -1.41 -0.382
C 1.07568 2.74652 4.11824 1.68 -3.84 -0.55 -0.118
C -1.46897 0.09923 -2.45780 -2.06 0.59 0.26 -0.001
C 1.86124 -1.85429 -2.32192 0.48 0.65 -0.90 -0.149
C 0.61347 1.27917 2.17721 -1.22 2.24 0.95 -0.209
C -2.38336 0.00070 -3.54228 -0.28 1.82 2.25 0.021
C 0.21172 0.11217 0.29238 1.72 -2.73 2.46 -0.155
C -4.05771 1.05533 -2.06325 -0.15 0.20 -1.10 -0.008
C 1.92347 -1.10794 -0.98670 0.34 1.62 0.09 -0.171
C 1.28925 1.55872 3.41060 -0.48 1.83 -0.35 0.075
C -1.81664 0.68158 -1.23079 -1.44 -0.82 0.62 -0.153
C 0.06922 -2.40541 -0.14764 2.87 0.80 0.05 -0.029
C 1.78901 -4.24032 -3.12164 1.07 -0.80 -0.12 -0.057
C -3.15325 1.07350 -0.98378 -1.16 -0.60 -1.66 -0.015
C -3.66763 0.54513 -3.32238 0.28 0.09 -0.86 -0.200
C 0.11760 3.66271 3.68696 -1.14 -0.35 -0.01 -0.038
C -0.95063 0.86059 -0.05371 1.81 0.36 0.22 -0.150
C 1.79801 2.94730 5.41752 -2.30 -1.77 -3.01 -0.562
H 1.06330 -4.05655 -3.86796 -0.94 -0.52 -1.29 0.072
H -1.34987 4.19082 2.42721 -0.27 -0.92 -0.75 0.115
H 2.62625 2.42845 6.88149 0.37 -0.11 0.78 0.130
H 2.05313 0.87661 3.69558 0.45 -0.48 0.36 0.113
H 1.68871 -5.26923 -2.68474 0.11 1.06 -0.50 0.110
H 2.77838 -4.09573 -3.63705 -0.68 -0.17 0.90 0.103
H 2.67475 -1.49169 -0.28560 0.30 -0.38 -0.37 0.125
H -0.24016 4.48282 4.30436 0.75 0.06 -0.12 0.126
H 0.36870 -2.80012 0.81423 -0.15 -0.06 0.75 0.124
H -0.51178 -0.31596 -2.50059 1.37 -0.31 -0.50 0.060
H 2.85440 -1.69849 -2.86036 -1.14 -0.61 0.66 0.142
H -5.03338 1.57434 -1.99386 0.52 -0.80 0.11 0.125
H -3.64934 1.25605 -0.01772 1.12 0.41 -0.36 0.125
H 2.21806 -0.03838 -1.16581 -0.14 -0.94 -0.09 0.140
H -1.96799 -0.14216 -4.50507 -0.17 -0.77 -0.89 0.102
H 1.06985 -1.40746 -2.98203 0.75 0.02 0.44 0.115
H -0.96892 -2.32614 -0.17618 -1.84 -0.44 -0.39 0.110
```
Positions in Å, forces in eV/Å.

Values from the calculation:
frontier orbital gap	7.53	eV
HOMO	-8.47	eV
lowest unoccupied orbital energy	-0.94	eV
2S+1	1
structure (SMILES)	CN1CCN(c2nc3cc(C(=O)O)ccc3nc2-c2ccc(F)cc2)CC1=O
energy above the lowest of the compared OMol25 structures with the same formula, charge and spin	2.194	eV
electronic energy	-35834.4730	eV

Here is the molecule C3H5N3 from the OMol25 dataset. Energies are from ωB97M-V/def2-TZVPD.

Structure (XYZ):
```
11
Properties=species:S:1:pos:R:3:forces:R:3:lowdin_charge:R:1
N 0.82595 1.68393 -0.15173 0.11 -0.10 -0.15 0.082
N 0.28620 -0.23157 1.22634 0.14 0.20 0.02 0.010
N -0.46067 -1.34329 1.24211 -0.10 0.02 -0.18 0.016
C -0.92036 -1.45021 0.00272 -0.01 -0.16 0.08 -0.180
C 0.31715 0.37363 0.01209 -0.15 -0.27 0.09 -0.382
C -0.41854 -0.43096 -0.82758 0.16 0.05 -0.11 -0.047
H 0.08913 2.23230 -0.58437 0.19 0.12 0.13 0.081
H 0.85615 -0.00509 2.02651 -0.26 0.19 -0.03 0.153
H -0.43659 -0.33479 -1.90312 -0.51 0.13 0.12 0.095
H 1.61854 1.71620 -0.78060 0.10 -0.06 0.07 0.077
H -1.66106 -2.20377 -0.22965 0.32 -0.12 -0.04 0.095
```
Positions in Å, forces in eV/Å.

Values from the calculation:
frontier orbital gap	10.10	eV
HOMO	-9.18	eV
lowest unoccupied orbital energy	0.93	eV
2S+1	1
structure (SMILES)	Nc1ccn[nH]1
energy above the lowest of the compared OMol25 structures with the same formula, charge and spin	0.751	eV
electronic energy	-7661.7040	eV

Here is a cluster of 5 separate species, C12H23ClN8OP in total from the OMol25 dataset. Energies are from ωB97M-V/def2-TZVPD.

Structure (XYZ):
```
46
Properties=species:S:1:pos:R:3:forces:R:3:lowdin_charge:R:1
Cl 0.09245 0.11625 -1.78391 -0.35 0.13 0.88 0.645
P 2.96587 -0.27639 0.71472 2.25 -2.19 -0.37 0.905
O 3.05851 0.56036 -0.72400 -0.11 0.39 1.44 -0.337
N -3.11086 -2.32043 -2.26065 -0.09 0.49 -0.25 0.128
N 4.65574 2.87162 -5.72357 -0.19 0.01 0.52 0.130
N 1.21641 2.22500 0.80225 -0.31 -0.27 -0.01 0.226
N -0.77576 0.96451 0.68411 6.91 -1.39 -1.14 -0.081
N 1.39097 -0.03299 1.51446 -1.61 2.71 -1.94 -0.153
N -2.64030 1.82090 0.83618 -5.23 1.72 0.27 0.137
N 4.10297 0.46993 1.81007 -1.52 -0.20 -0.22 -0.156
N 2.29055 -3.86364 3.17432 -0.55 -0.17 0.00 0.128
C -3.88280 -0.47321 -3.96601 0.13 -0.35 0.29 -0.059
C -0.49139 -1.47217 0.47862 -0.59 -0.13 -0.34 -0.162
C 4.27733 2.92846 -4.63798 -0.02 0.03 0.05 -0.272
C -3.45166 -1.51317 -3.00880 0.01 0.05 -0.04 -0.271
C 0.67062 1.03602 1.00883 -0.66 -1.09 1.30 -0.358
C -0.86800 -0.15637 -0.26805 -1.57 -1.18 0.58 -0.664
C -4.97884 2.90409 1.38502 0.44 -0.14 -0.09 -0.042
C -3.66890 2.29369 1.07730 -0.04 0.14 0.03 -0.150
C 1.30708 -4.45624 3.27075 -0.01 -0.10 0.04 -0.269
C 0.04839 -5.22154 3.39450 0.42 0.25 -0.05 -0.058
C 0.59941 -1.28903 1.59796 0.09 -1.69 -0.18 -0.205
C 3.79078 3.00145 -3.24484 0.18 -0.01 -0.48 -0.072
H -5.72699 2.54740 0.67830 0.06 -0.01 0.01 0.087
H -5.28456 2.63345 2.39495 0.04 -0.01 -0.04 0.088
H 0.14958 -1.44618 2.60975 0.45 0.64 -0.75 0.127
H 1.92107 2.63182 1.41025 0.28 -0.36 -0.66 0.142
H -1.27111 0.71120 1.53699 0.23 0.08 -0.14 0.111
H 3.64723 0.67561 2.70270 0.20 0.18 -0.24 0.034
H -3.09775 0.27370 -4.07880 0.00 -0.06 0.02 0.078
H -1.93369 -0.22119 -0.60256 0.97 0.10 0.22 0.090
H -4.78757 0.01218 -3.60236 0.03 -0.05 0.00 0.082
H -0.69939 -4.62325 3.91391 0.05 -0.02 0.00 0.080
H 4.53478 3.49055 -2.61723 -0.01 -0.03 -0.04 0.083
H 3.60840 1.99868 -2.86302 0.01 0.06 -0.01 0.047
H -0.26481 -2.26298 -0.27374 0.16 0.56 0.70 0.116
H -0.32626 -5.48037 2.40477 0.05 0.00 0.03 0.083
H 0.81526 2.74044 0.01838 -0.06 0.25 0.79 0.144
H -4.08646 -0.92509 -4.93584 0.01 -0.01 0.05 0.086
H -1.42510 -1.81920 0.99765 0.71 0.37 -0.53 0.127
H 3.32813 -0.08997 -1.39730 -0.30 0.14 0.35 0.048
H -4.90820 3.98882 1.31257 0.03 -0.05 0.00 0.088
H 4.79118 -0.25711 2.02952 -0.07 0.35 -0.30 0.039
H 2.86280 3.57105 -3.20602 0.04 -0.01 -0.04 0.078
H 1.32870 -2.13034 1.47772 -0.50 0.83 0.31 0.067
H 0.22618 -6.13634 3.95812 0.02 0.05 -0.02 0.086
```
Positions in Å, forces in eV/Å.

Values from the calculation:
frontier orbital gap	8.66	eV
HOMO	-12.04	eV
lowest unoccupied orbital energy	-3.38	eV
2S+1	1
total charge	+1
electronic energy	-48588.2265	eV